A | The following is a DFT calculation (ωB97M-V with the def2-TZVPD basis set) of the molecule C17H25N3O.

Each line ends with the Mulliken charge.
Element x y z (Å)
C 1.03593 2.10453 -4.28506  -0.8009
O 2.35472 2.06006 -3.80316  -0.4589
C 2.57026 1.80278 -2.47973  0.3179
C 1.53995 1.57594 -1.55530  -0.1564
C 1.82561 1.32078 -0.22565  -0.8481
N 0.88085 1.13008 0.72745  -0.1260
C -0.52755 0.96667 0.48119  -0.7390
C -1.25349 0.66814 1.78910  -0.8796
C -2.77668 0.69156 1.65246  -1.1355
C -3.35338 -0.32281 0.66300  -0.7133
C -3.04653 -1.77381 1.02688  -0.3526
C -3.76684 -2.74920 0.09722  -0.5166
C -3.42232 -4.21875 0.39017  -0.7857
N -3.87430 -4.72784 1.67092  -0.5937
C 3.18997 1.27652 0.20014  0.6127
N 3.43550 1.00248 1.49351  -0.5420
C 4.67657 0.96159 1.90014  -0.3739
C 5.77643 1.19008 1.05732  -0.5184
C 5.54759 1.46254 -0.26367  -0.5741
C 4.22093 1.51254 -0.74675  1.3066
C 3.89229 1.77519 -2.08284  -1.1497
H 0.45443 2.89696 -3.80190  0.3190
H 0.52383 1.14537 -4.15312  0.3193
H 1.11955 2.32110 -5.34925  0.2392
H 0.51093 1.60362 -1.87227  0.5394
H 1.25527 0.86374 1.62636  0.3988
H -0.93004 1.89092 0.04464  0.3883
H -0.69383 0.15277 -0.23863  0.4301
H -0.92739 -0.30129 2.16939  0.3748
H -0.96427 1.42521 2.52189  0.5107
H -3.21153 0.50735 2.63781  0.3807
H -3.08510 1.69226 1.34002  0.3935
H -2.98068 -0.11471 -0.34146  0.2846
H -4.43826 -0.19024 0.63796  0.4604
H -1.97215 -1.95567 0.96036  0.2618
H -3.35419 -1.95051 2.06093  0.2367
H -3.49142 -2.52900 -0.93647  0.3262
H -4.84811 -2.61039 0.18838  0.2756
H -3.87082 -4.84916 -0.38343  0.3759
H -2.33796 -4.35401 0.34751  0.3649
H -3.43740 -4.21698 2.43019  0.2580
H -4.87891 -4.61296 1.75840  0.2462
H 4.82327 0.73543 2.94898  0.4234
H 6.77838 1.14526 1.45681  0.3788
H 6.36407 1.64061 -0.94974  0.4127
H 4.66680 1.95526 -2.81070  0.4282

## Properties
2S+1: 1
Kohn-Sham gap: 7.891 eV
SMILES string: COc1cc(NCCCCCCCN)c2ncccc2c1
total charge: 0

B | The following is a DFT calculation (ωB97M-V with the def2-TZVPD basis set) of the molecule C17H25N3O.

Each line ends with the Mulliken charge.
Element x y z (Å)
C -0.56211 -4.73678 0.31826  -1.2188
C 0.55734 -3.81487 -0.15262  -0.7704
C 0.21003 -2.33195 -0.03467  0.6466
C -0.89404 -1.90222 -1.00774  -1.5179
N -1.18307 -0.49823 -0.87641  0.5443
C -0.56633 0.55409 -1.49660  0.6724
C 0.50539 0.38099 -2.51688  -0.6072
C 1.50491 1.54561 -2.43821  -1.0805
N 1.88796 1.82557 -1.06892  -0.1535
C 2.46568 0.87405 -0.29579  0.4083
O 2.88758 -0.17323 -0.74510  -0.6787
C 2.55698 1.25715 1.17220  -0.6770
C 3.30129 0.20295 1.98651  -0.0303
C 3.39613 0.58741 3.45648  -1.3430
N -0.99070 1.71588 -1.07983  -0.7385
C -1.94061 1.45061 -0.12754  0.1362
C -2.71389 2.31224 0.64118  -0.7117
C -3.59520 1.74985 1.54045  -0.5038
C -3.71383 0.36618 1.68244  -0.7049
C -2.95506 -0.50672 0.92858  -0.9940
C -2.06790 0.05023 0.02163  1.1081
H -0.22600 -5.77087 0.30700  0.3910
H -1.43475 -4.66181 -0.32602  0.3034
H -0.85924 -4.48633 1.33456  0.3082
H 0.80908 -4.04489 -1.19011  0.3401
H 1.44763 -4.00390 0.44998  0.3796
H -0.11456 -2.11086 0.98535  0.3418
H 1.10763 -1.74257 -0.23476  -0.1780
H -1.81701 -2.44984 -0.80163  0.5026
H -0.59369 -2.11311 -2.03744  0.2287
H 0.07164 0.34006 -3.51932  0.4014
H 1.04297 -0.54852 -2.33038  0.2601
H 2.40282 1.28188 -3.00294  0.3633
H 1.06317 2.45221 -2.84877  0.4298
H 1.34994 2.54477 -0.61090  0.3602
H 3.06144 2.22303 1.25136  0.3618
H 1.53975 1.37928 1.55620  0.3434
H 4.30135 0.07612 1.56891  0.3307
H 2.78413 -0.75283 1.88515  0.1000
H 2.40355 0.70142 3.88790  0.3223
H 3.92970 1.52852 3.57290  0.3344
H 3.92728 -0.17842 4.01632  0.3835
H -2.62202 3.38075 0.52781  0.4552
H -4.21196 2.39116 2.15283  0.3748
H -4.41668 -0.02955 2.40073  0.3936
H -3.05239 -1.57590 1.04680  0.3827

## Properties
2S+1: 1
Kohn-Sham gap: 9.254 eV
SMILES string: CCCCn1c(CCNC(=O)CCC)nc2ccccc21
total charge: 0

The structure with the least stability is A.

A | The following is a DFT calculation (ωB97M-V with the def2-TZVPD basis set) of the ion C3H3N2OS with charge -1.

Each line ends with the Mulliken charge.
Element x y z (Å)
C -0.99707 -0.69960 -1.79215  -0.4165
C 1.15246 0.30075 -0.57734  -0.3746
C 0.30553 0.30882 0.45437  0.5798
N -1.70557 -0.33443 -0.80967  -0.1908
N 0.59222 0.54761 1.83849  -0.6363
O -1.10637 -0.03286 0.33670  -0.1670
S 2.58136 0.33299 -1.39827  -0.4346
H -1.48522 -1.01837 -2.76681  0.1272
H 0.91944 -0.19003 2.41329  0.2165
H -0.25678 0.78513 2.30140  0.2964

## Properties
2S+1: 1
Kohn-Sham gap: 6.371 eV
total charge: -1

B | The following is a DFT calculation (ωB97M-V with the def2-TZVPD basis set) of a cluster of 2 separate species, C3H3N2OS in total.

Each line ends with the Mulliken charge.
Element x y z (Å)
C -2.87693 -0.31682 -0.06921  0.0803
C 1.03273 -1.02716 0.16078  -0.3924
C 1.86264 -0.13006 0.26173  0.2736
N -3.26037 0.76434 0.00764  0.4871
N 2.95420 0.72726 0.05065  -0.5842
O -3.89118 1.84814 0.00733  -0.6358
S -0.20499 -2.13198 0.27658  -0.6250
H -2.03059 -0.91015 0.03315  -0.0854
H 2.73751 1.03260 -0.91250  0.2489
H 3.67699 0.14384 0.18384  0.2329

## Properties
2S+1: 1
Kohn-Sham gap: 6.556 eV
total charge: -1

The structure with the least stability is A.